# 1
Entry from the OMol25 dataset: a molecular structure, C14H39NOP2SiW at a distorted geometry (ωB97M-V/def2-TZVPD).

Structure (XYZ):
```
59
Properties=species:S:1:pos:R:3:forces:R:3
W 0.23404 -0.00006 -0.17114 0.5 0.3 3.3
Si -2.02609 0.68098 0.45228 -1.1 0.8 0.0
P -0.63263 0.23954 -2.36932 -0.3 -0.1 -1.4
P 0.37809 0.19646 2.44671 0.1 -0.6 -0.8
H 0.60271 1.87976 -1.25125 1.0 1.4 1.0
C 0.84863 0.05870 -3.43659 -0.3 0.1 -0.8
H 0.51362 0.18884 -4.48386 0.5 -0.1 0.2
H 1.27596 -0.95073 -3.29823 -0.2 0.5 0.0
H 1.60474 0.82094 -3.18062 -0.4 -0.4 -0.2
C -1.44014 1.76948 -3.00738 0.2 -0.2 -0.1
H -1.55015 1.64807 -4.09669 -0.1 0.2 0.3
H -0.80821 2.64551 -2.79543 -0.3 -0.3 -0.1
H -2.42486 1.89422 -2.53425 0.3 0.0 -0.1
C -1.74960 -1.07508 -2.99311 -0.1 0.1 -0.2
H -1.99375 -0.84195 -4.04637 0.1 -0.2 0.4
H -2.68136 -1.09865 -2.40584 0.4 0.0 -0.2
H -1.25288 -2.05679 -2.93414 -0.2 0.6 0.0
C 2.14916 0.00585 2.80531 0.3 0.2 0.5
H 2.30662 0.04618 3.88892 0.1 -0.1 0.0
H 2.73166 0.79845 2.32368 -0.3 -0.2 0.1
H 2.48793 -0.95618 2.40983 -0.1 0.1 0.1
C -0.07019 1.76453 3.26067 0.0 0.0 0.3
H 0.25728 1.69136 4.30377 -0.1 0.1 -0.1
H -1.15110 1.92678 3.24689 0.1 -0.1 0.0
H 0.43393 2.60805 2.77722 -0.1 -0.3 0.0
C -0.34549 -1.09143 3.53647 0.0 0.2 0.4
H -0.15093 -0.79997 4.58111 -0.1 -0.2 -0.2
H 0.13012 -2.06540 3.34483 -0.2 0.4 0.0
H -1.43024 -1.17023 3.38393 0.3 0.0 0.0
C -2.39997 2.55159 0.51415 -0.6 0.0 0.1
H -2.08548 3.07052 -0.40062 0.0 0.0 0.3
H -1.94546 3.02999 1.39088 0.0 0.0 -0.3
H -3.49166 2.66930 0.60434 0.2 0.1 0.0
H -3.12134 0.18230 -0.47012 0.1 0.0 0.1
H -2.54230 0.23278 1.79186 0.1 -0.1 -0.1
C 1.36656 2.37438 -0.46413 1.2 1.5 -0.2
O 1.43880 1.59778 0.65740 -0.7 -0.9 -0.7
C 2.79890 2.45398 -1.11451 -0.5 0.4 -0.6
H 3.10560 3.50216 -1.28553 -0.1 -0.4 0.2
H 2.83714 1.97687 -2.10014 0.1 0.0 0.2
H 3.53731 1.97137 -0.46530 -0.3 0.1 -0.1
C 0.97108 3.82011 0.03185 -0.7 -0.6 -1.0
H 1.52269 3.99283 0.94203 0.3 -0.2 0.4
H -0.09545 3.89564 0.25621 0.1 -0.1 0.0
H 1.24163 4.63579 -0.63962 -0.1 -0.1 -0.3
C -0.05558 -3.88559 -1.34240 0.1 0.4 -0.5
C 0.05984 -3.18637 0.02859 -0.1 -0.6 0.5
C -1.17638 -3.57028 0.87109 -0.3 -0.1 0.1
C 1.34040 -3.70603 0.73771 0.1 0.0 -0.1
N 0.13151 -1.74268 -0.13769 0.5 -2.1 -0.6
H 0.00324 -4.99629 -1.28455 -0.2 0.8 0.2
H 0.77741 -3.55043 -1.98199 -0.2 -0.1 0.2
H -0.98535 -3.56276 -1.85413 0.4 -0.5 0.4
H -1.26658 -4.67479 0.99438 0.2 0.7 0.0
H -1.13320 -3.09484 1.87018 -0.1 -0.3 -0.6
H -2.09348 -3.23086 0.35395 0.4 0.0 0.3
H 2.23541 -3.47537 0.13585 -0.3 0.0 0.2
H 1.46490 -3.23136 1.72604 -0.1 -0.2 -0.4
H 1.31293 -4.80697 0.87681 -0.1 0.6 -0.1
```
Forces are in eV/Å.

Computed properties:
2S+1   3
Expectation value of S²   2.0141
HOMO level (spin up / spin down)   -5.127 / -7.937 eV
Frontier orbital gap (spin up / spin down)   5.80 / 8.28 eV
LUMO level (spin up / spin down)   0.7 / 0.3 eV

Atomic partial charges in e from the natural (NBO) method, atoms 1 to 4: 0.597, 0.568, 1.059, 1.109



# 2
Entry from the OMol25 dataset: a gas-phase ion, C10H16N3O (charge +1) at a distorted geometry (ωB97M-V/def2-TZVPD).

Structure (XYZ):
```
30
Properties=species:S:1:pos:R:3:forces:R:3
C 1.69525 1.52898 -1.56776 1.1 1.1 -2.1
C 2.00955 0.56712 -0.48910 -1.2 -1.0 0.2
N 3.28863 0.20126 -0.21814 -4.9 -0.3 1.6
N 3.36842 -0.63663 0.79594 1.0 -1.1 0.6
C 2.14597 -0.88632 1.15987 -1.2 -0.7 1.5
C 1.18682 -0.15905 0.41143 2.2 0.2 -1.4
C -0.26426 -0.16798 0.60841 -0.3 2.1 0.6
C -0.63427 -0.88281 1.96415 4.5 -0.6 -2.5
C -0.77859 1.29720 0.76070 -1.8 -2.2 -1.1
O -0.30856 2.01410 1.54530 1.1 2.2 1.5
C -2.09253 1.50274 -0.04509 1.3 1.9 1.0
C -2.45614 0.10095 -0.48131 -0.2 1.5 -3.3
N -1.06967 -0.59506 -0.64466 -1.8 -1.1 3.6
C -0.95682 -2.04650 -0.78019 -4.2 -1.1 -3.4
H 0.64733 1.83545 -1.82162 0.7 -0.9 0.4
H 2.16034 2.46796 -1.28613 -0.1 0.5 0.2
H 2.28805 1.32985 -2.54934 -1.3 -0.2 1.5
H 4.04695 0.44083 -0.70756 3.6 1.2 -2.0
H 1.88902 -1.54670 2.02819 1.0 0.7 -1.0
H -1.63746 -1.05954 1.90709 -2.6 -1.1 0.7
H -0.32577 -0.19478 2.74257 -0.2 0.0 0.2
H 0.12392 -1.77373 1.93552 -2.4 1.1 0.6
H -2.81226 1.95117 0.70924 0.7 -0.5 -1.2
H -1.81233 2.30630 -0.81008 -0.8 -1.3 0.6
H -3.03607 -0.28263 0.32024 -0.4 -1.3 0.3
H -3.05755 0.19420 -1.50470 1.4 -1.0 2.2
H -0.63450 -0.15576 -1.37746 1.4 1.3 -2.5
H -1.72616 -2.54115 -0.19790 0.1 0.1 0.5
H -1.22194 -2.42572 -1.85394 0.6 1.1 1.7
H -0.02538 -2.38377 -0.55367 2.7 -0.7 0.8
```
Forces are in eV/Å.

Computed properties:
HOMO level   -12.636 eV
Frontier orbital gap   9.76 eV
Charge   +1
Relative energy (zero: lowest compared OMol25 entry of this formula, charge and spin)   171.42 kJ/mol
Structure (SMILES)   Cc1[nH]ncc1[C@@]1(C)C(=O)CC[N@@H+]1C
LUMO level   -2.9 eV

Atomic partial charges in e from the natural (NBO) method, atoms 1 to 4: -0.695, 0.193, -0.290, -0.221



# 3
Entry from the OMol25 dataset: 2 unconnected molecules or ions with the total composition C6H15NO2 (ωB97M-V/def2-TZVPD).

Structure (XYZ):
```
24
Properties=species:S:1:pos:R:3:forces:R:3
C 0.97616 1.41372 -1.22490 0.0 -0.1 0.3
C 0.82890 0.80976 0.16871 -0.1 -0.2 -0.3
C 0.69652 -0.72510 0.17848 0.4 0.0 0.5
C 2.04474 -1.38858 -0.10119 -0.4 0.2 -0.1
O -0.21532 -1.18858 -0.79950 -0.1 0.0 -0.1
C 0.18657 -1.18890 1.57489 0.4 -0.3 -0.2
O -1.21856 -1.14195 1.65184 -0.3 0.1 -0.1
H 1.21452 2.47177 -1.14839 0.0 0.1 -0.1
H 0.05290 1.30579 -1.78578 0.0 0.0 -0.1
H 1.77261 0.92581 -1.77708 0.1 0.0 -0.2
H -0.04797 1.24431 0.65055 0.0 0.0 0.1
H 1.70036 1.07063 0.77186 0.0 0.0 0.1
H 2.41687 -1.07660 -1.07386 0.1 0.0 0.0
H 2.76337 -1.11599 0.66848 0.1 0.0 0.1
H 1.92705 -2.46821 -0.11733 0.0 -0.1 0.0
H -0.92308 -0.52213 -0.91069 0.0 -0.1 -0.1
H 0.57558 -0.54171 2.36672 0.0 -0.1 -0.1
H 0.52992 -2.22170 1.76144 0.0 0.2 0.0
H -1.53112 -1.57888 0.84327 0.1 0.0 0.2
C -2.78285 1.20109 0.05891 -0.3 0.2 0.4
N -2.34018 0.75761 -1.02806 0.3 -0.4 -0.6
H -2.44091 0.73395 0.97264 0.1 -0.1 0.2
H -3.48991 2.01892 0.17137 -0.2 0.2 -0.2
H -2.69617 1.20497 -1.87237 -0.1 0.2 0.2
```
Forces are in eV/Å.

Computed properties:
HOMO level   -9.613 eV
Frontier orbital gap   10.52 eV
Relative energy (zero: lowest compared OMol25 entry of this formula, charge and spin)   162.21 kJ/mol
Structure (SMILES)   CC[C@](C)(O)CO.C=N
LUMO level   0.9 eV

Atomic partial charges in e from the natural (NBO) method, atoms 1 to 4: -0.607, -0.423, 0.223, -0.620



For each record above, in turn, the calculated DFT total energy values are -1726.02727 -629.83316 -442.81942 hartree.